{"formula": "C5H6N2O", "method": "ωB97M-V/def2-TZVPD", "energy_ha": -378.7496, "orbital_gap_ha": 0.3174, "e_above_lowest_kj_mol": 318.65, "homo_energy_ev": -7.87, "total_charge": 0, "symbols": ["C", "C", "C", "C", "C", "H", "H", "H", "H", "H", "H", "N", "N", "O"], "positions_angstrom": [[-1.54770, 0.65150, -0.12816], [-0.95333, -1.48709, -0.08665], [0.22875, -1.04023, 0.52129], [1.91002, -0.24959, -0.30519], [-0.14179, 0.48946, 0.62801], [-2.14624, 1.38785, 0.51676], [-1.34728, 1.24375, -1.03804], [-0.92594, -2.58174, -0.47752], [2.92726, -0.06254, -0.50687], [1.57371, 1.90628, -0.40995], [-0.12292, 0.93298, 1.60636], [1.51749, -1.40634, 0.09813], [1.08459, 0.85908, -0.19628], [-2.05663, -0.64337, -0.22188]], "forces_ev_per_angstrom": [[2.0, 2.8, 2.7], [2.6, -2.5, 0.7], [-6.5, 0.2, -2.0], [0.3, 0.7, 1.1], [1.9, -0.3, -2.1], [0.2, -1.6, -0.8], [-0.3, -1.0, -0.4], [-1.0, 2.2, 0.4], [1.1, 0.1, -1.0], [-2.1, -4.0, 1.2], [0.1, 0.3, 0.5], [-0.3, 1.2, 0.5], [1.3, 3.3, -0.6], [0.9, -1.4, -0.2]]}



{"formula": "C30H58F6IN2O18P2S", "method": "ωB97M-V/def2-TZVPD", "energy_ha": -4619.1848, "orbital_gap_ha": 0.2466, "homo_energy_ev": -10.93, "total_charge": 1, "symbols": ["C", "C", "N", "N", "C", "O", "C", "C", "C", "C", "F", "F", "F", "C", "P", "O", "O", "O", "O", "C", "P", "O", "I", "S", "O", "O", "C", "F", "F", "F", "H", "H", "H", "H", "H", "H", "H", "H", "H", "H", "H", "H", "H", "H", "H", "H", "H", "H", "O", "C", "O", "C", "C", "C", "H", "H", "H", "H", "H", "H", "H", "H", "O", "C", "O", "C", "C", "C", "H", "H", "H", "H", "H", "H", "H", "H", "O", "C", "O", "C", "C", "C", "H", "H", "H", "H", "H", "H", "H", "H", "O", "C", "O", "C", "C", "C", "H", "H", "H", "H", "H", "H", "H", "H", "O", "C", "O", "C", "C", "C", "H", "H", "H", "H", "H", "H", "H", "H"], "positions_angstrom": [[-1.91923, 1.32453, -4.41471], [-0.99345, 1.43770, -3.08964], [-0.02365, 0.29852, -2.97053], [0.37300, 0.13732, -1.63858], [1.82219, -0.07306, -1.29429], [2.54880, 1.04350, -1.81294], [1.86834, -0.35619, 0.30366], [2.29338, 0.91574, 1.16636], [3.60443, 0.72079, 2.05468], [4.96329, 0.63164, 1.23789], [5.68824, -0.47169, 1.78444], [4.82438, 0.35330, -0.13060], [5.81935, 1.74819, 1.43962], [2.56338, -1.74689, 0.77672], [1.80710, -2.31269, 2.40296], [2.90943, -2.99286, 3.22290], [0.54356, -3.42526, 2.24102], [1.21072, -1.03533, 3.37005], [0.42961, -0.72767, 0.46628], [-0.30013, -0.89450, -0.78421], [-2.10436, -0.50924, -0.17225], [-2.63413, -1.84680, 0.78339], [-1.78672, 1.49060, 1.27110], [-0.29567, -2.57093, -1.59780], [0.75243, -2.70450, -2.68593], [-0.04972, -3.70948, -0.64464], [-1.93412, -2.98531, -2.45686], [-2.75712, -3.68263, -1.57989], [-2.53075, -1.88348, -3.06582], [-1.57833, -3.85998, -3.50429], [-1.52991, 0.57382, -5.17008], [-1.92955, 2.36754, -4.89571], [-3.01761, 1.10989, -4.15432], [-1.73419, 1.48045, -2.21183], [-0.49204, 2.46176, -3.12345], [0.76860, 0.42033, -3.61257], [0.16905, 1.06081, -1.18331], [2.38406, -0.97022, -1.70739], [2.75498, 0.82597, -2.75520], [2.41218, 1.87965, 0.57856], [1.43179, 1.10462, 1.90640], [3.56012, -0.15274, 2.78653], [3.68884, 1.66062, 2.71380], [3.69636, -1.70714, 0.76324], [2.26123, -2.50978, -0.03335], [0.20354, -3.61949, 3.14333], [0.25123, -0.88111, 3.18546], [-2.01468, -2.60899, 0.68635], [1.99721, 2.67953, -3.92981], [2.18472, 3.81782, -3.54536], [1.66756, 4.84541, -4.22850], [1.64450, 6.20287, -3.75540], [2.93100, 6.92259, -4.10106], [3.07208, 4.10248, -2.36481], [1.41470, 6.24244, -2.68763], [0.81146, 6.68959, -4.26656], [3.79427, 6.45873, -3.61893], [2.88252, 7.96831, -3.79056], [3.11151, 6.88382, -5.17769], [4.10793, 4.15521, -2.69966], [2.96559, 3.28579, -1.65073], [2.80940, 5.01266, -1.82917], [-6.63336, 1.28097, -3.23694], [-6.77739, 0.25944, -2.60742], [-5.70502, -0.35622, -2.06996], [-5.77821, -1.44191, -1.13578], [-5.89046, -2.77115, -1.85262], [-8.12621, -0.39465, -2.49160], [-6.58302, -1.28690, -0.41318], [-4.84569, -1.41315, -0.56704], [-6.80586, -2.83244, -2.44466], [-5.88554, -3.59679, -1.13724], [-5.05661, -2.90197, -2.54567], [-8.29357, -1.02936, -3.36167], [-8.88579, 0.38746, -2.46518], [-8.25549, -0.97502, -1.58008], [5.59759, 2.19103, 5.59850], [6.76229, 2.34424, 5.30812], [7.72045, 2.11932, 6.22269], [9.12339, 2.06397, 5.92548], [9.74250, 3.44564, 5.95695], [7.15374, 2.87851, 3.95751], [9.30438, 1.54400, 4.98131], [9.57642, 1.44902, 6.70602], [9.30742, 4.09923, 5.19776], [10.82003, 3.38902, 5.78773], [9.56326, 3.92120, 6.92396], [7.12161, 3.96781, 3.97848], [6.43597, 2.50973, 3.22512], [8.13280, 2.54337, 3.61994], [2.24511, -3.58111, 7.77858], [3.27862, -3.05430, 7.43732], [4.12750, -2.57094, 8.36287], [5.46096, -2.12554, 8.07900], [5.47130, -0.67336, 7.64734], [3.59075, -2.84123, 5.98125], [5.94819, -2.78258, 7.35394], [6.02147, -2.22790, 9.01090], [4.90935, -0.52381, 6.72299], [6.49451, -0.32478, 7.48941], [5.00060, -0.04649, 8.40810], [3.12685, -1.91422, 5.64679], [3.17637, -3.67498, 5.41661], [4.65630, -2.82318, 5.75938], [-11.28730, -1.86625, -2.92624], [-11.41611, -2.49070, -3.95257], [-10.36003, -2.67588, -4.76669], [-10.35299, -3.57151, -5.88809], [-10.89655, -2.89550, -7.12941], [-12.76740, -2.98738, -4.38858], [-10.87794, -4.50039, -5.65178], [-9.30833, -3.84343, -6.05482], [-11.93844, -2.59494, -7.00058], [-10.83377, -3.56383, -7.99101], [-10.33004, -1.98711, -7.34736], [-13.28460, -2.19329, -4.92665], [-13.33913, -3.25097, -3.49763], [-12.72758, -3.88541, -5.00226]], "forces_ev_per_angstrom": [[-0.2, 0.8, 0.2], [-1.6, 1.1, -0.8], [-1.3, 0.1, -1.1], [0.1, 0.6, 1.3], [4.5, -0.4, -0.1], [-1.1, -1.5, 0.6], [0.1, -0.2, -0.6], [-0.6, -0.1, 1.0], [0.1, 1.1, 0.1], [1.4, -1.2, 1.2], [-1.2, 2.1, -1.4], [0.3, 1.0, 2.5], [-2.2, -2.4, -1.3], [-1.1, 0.8, -2.2], [2.1, -2.8, 4.5], [-2.4, 2.1, -2.6], [1.0, 2.5, -0.2], [-0.5, -1.6, -2.5], [-0.2, -0.4, -1.5], [0.1, 0.9, 3.3], [-2.5, -0.5, -0.2], [2.4, 1.4, -1.5], [0.3, -0.7, -0.2], [5.7, -6.0, -1.8], [-3.1, 2.1, 2.4], [-2.0, 3.8, -1.0], [-1.8, -1.3, -2.5], [1.6, 2.0, -2.0], [1.0, -2.3, 1.9], [-0.8, 2.1, 2.9], [-0.4, 0.9, 1.0], [0.1, -1.7, 0.6], [1.8, 0.0, -0.3], [1.3, -0.5, -1.0], [-0.2, -1.5, 0.2], [-0.2, 0.0, 0.6], [0.1, -0.5, 0.2], [-2.0, 0.6, -0.2], [0.0, 0.7, 0.9], [-0.2, -1.4, 0.3], [1.3, -0.3, -1.1], [0.1, 1.1, -1.2], [0.0, -1.4, -1.0], [-1.5, -0.2, 0.7], [0.4, 0.8, 1.4], [0.5, 0.1, -0.5], [0.9, 0.0, 0.2], [-0.4, 0.3, 0.5], [-0.2, 0.4, -0.1], [0.4, 0.1, -0.1], [-0.5, -0.7, -0.1], [0.2, 0.5, 0.1], [0.2, -0.1, 0.0], [-0.4, 0.0, 0.6], [0.1, -0.1, -0.1], [0.0, -0.3, -0.1], [-0.1, 0.1, 0.1], [0.0, -0.1, 0.0], [-0.1, 0.1, 0.1], [0.0, 0.0, 0.0], [0.2, 0.0, -0.2], [0.2, 0.1, -0.2], [0.5, -0.6, 0.5], [-0.7, 0.4, -0.6], [0.7, 0.3, 0.2], [-0.2, -0.2, -0.1], [-0.1, -0.1, -0.2], [-0.2, 0.2, 0.6], [0.0, 0.0, -0.1], [-0.1, 0.2, -0.1], [0.0, 0.0, 0.1], [0.0, 0.1, 0.0], [0.0, 0.0, 0.1], [-0.1, 0.0, 0.1], [0.1, -0.1, -0.3], [0.0, -0.2, -0.2], [0.6, -0.1, 0.1], [-0.4, 0.3, -0.1], [-0.3, -0.4, 0.3], [0.3, 0.2, -0.1], [-0.1, 0.2, 0.0], [0.1, -0.5, -0.4], [-0.1, 0.1, 0.0], [-0.3, 0.0, 0.0], [0.1, -0.1, 0.0], [-0.1, 0.0, 0.0], [0.1, -0.1, 0.0], [0.0, 0.0, 0.0], [0.1, 0.3, 0.4], [0.1, 0.2, 0.1], [0.6, 0.3, 0.1], [-0.5, 0.0, -0.3], [0.0, -0.3, 0.5], [0.1, 0.3, -0.1], [-0.1, 0.0, -0.1], [0.4, -0.6, 0.0], [-0.1, 0.0, 0.0], [-0.3, -0.1, 0.0], [0.1, 0.0, 0.0], [-0.1, 0.0, 0.0], [0.1, -0.1, 0.0], [0.0, 0.0, 0.0], [-0.1, 0.3, 0.1], [0.0, 0.2, 0.0], [0.4, -0.3, -0.6], [-0.5, 0.4, 0.4], [0.6, 0.0, 0.3], [-0.1, 0.0, -0.3], [-0.2, 0.2, 0.0], [-0.1, -0.6, 0.2], [-0.1, 0.1, 0.0], [0.0, 0.1, 0.2], [0.0, -0.1, 0.0], [0.0, 0.0, 0.1], [0.0, -0.1, 0.0], [0.0, 0.0, 0.0], [0.0, 0.3, -0.1], [0.0, 0.2, -0.2]]}